Entry 1:
The following is a quantum chemistry calculation of 6 unconnected molecules or ions with the total composition C8H20Cl8N2O3, from the Open Molecules 2025 dataset.

Computed properties:
* ΔE to the lowest compared entry with this formula, charge and spin: 40.6 kJ/mol
* gap between HOMO and LUMO: 7.58 eV
* LUMO: -0.002 Ha
* charge: 0

CARTESIAN COORDINATES (ANGSTROEM)
H -4.973 -2.804 0.199
H -4.134 -3.667 2.618
C 4.524 0.161 1.696
C -2.730 2.134 -3.152
Cl 2.491 -1.061 3.072
Cl -3.148 3.726 -3.906
H -2.289 1.527 -3.936
Cl -6.409 -3.737 2.439
H 4.854 -1.627 2.891
H -2.062 2.867 -1.152
H -0.050 -0.068 1.905
Cl 4.798 0.423 -3.932
H 3.090 1.235 -5.340
H 0.958 -0.120 0.506
C -4.843 -2.874 2.411
Cl -2.933 -1.722 0.871
H 5.443 0.010 1.136
O -0.282 0.603 3.362
O -0.576 0.301 5.489
Cl -0.992 0.786 -1.719
C -1.721 2.385 -2.065
H -0.836 2.943 -2.360
C -4.634 -2.221 1.053
N -0.052 0.927 4.547
N 0.129 -0.492 0.969
H -0.737 -0.340 0.450
C 4.069 -1.178 2.291
Cl 2.173 -0.137 -2.042
O 0.707 1.848 4.892
H -4.879 -2.061 3.129
H 4.760 0.723 2.603
H -3.656 1.673 -2.823
H 2.977 -0.491 -5.089
H -5.222 -1.308 0.961
C 3.167 0.454 -4.583
H 0.261 -1.492 1.113
H 1.084 0.781 -3.940
H 2.292 1.813 -3.215
H 3.905 -1.831 1.428
Cl 3.370 1.117 0.787
C 2.104 0.796 -3.561



Entry 2:
The following is a quantum chemistry calculation of a molecular structure, C8H20F24K4O4P4, from the Open Molecules 2025 dataset.

Computed properties:
* gap between HOMO and LUMO: 8.54 eV
* LUMO: -0.051 Ha
* charge: 0

CARTESIAN COORDINATES (ANGSTROEM)
H -2.335 0.933 2.681
H -6.035 -3.589 4.991
F -5.050 1.764 -5.478
C -4.532 -3.573 -1.582
F -8.087 -2.201 2.112
P -9.428 -1.434 1.533
F -6.816 4.552 4.222
F -4.462 -0.585 0.679
O -6.962 -3.038 -1.745
H -3.198 -1.336 2.710
F -9.829 -2.734 0.713
F -5.018 -0.096 -1.451
H -2.236 1.764 4.306
F -7.696 2.640 1.723
C -7.588 -4.301 -1.956
H -4.539 -2.631 -4.711
F -8.293 4.776 2.585
H -5.989 -3.135 -3.869
K -6.500 0.127 2.817
F -8.600 -0.689 0.347
K -2.978 0.874 -3.672
H -4.699 -4.644 -1.770
H -3.749 -2.180 5.562
H -6.897 -5.016 -2.405
H -4.656 -4.301 -4.138
H -7.195 -2.449 4.501
F -8.346 2.857 3.831
F -3.007 0.650 -0.731
P -5.957 0.417 -5.625
F -9.014 -0.197 2.534
F -4.625 -0.338 -6.212
P -7.220 3.606 2.952
O -4.175 -2.883 -2.745
H -8.049 -4.588 -1.007
F -6.091 0.844 0.330
F -6.113 2.524 3.383
C -4.912 -3.263 -3.906
F -4.730 2.171 -0.968
F -6.380 0.708 -7.154
F -6.057 4.389 2.126
C -6.267 -2.518 5.070
K -7.490 -0.393 -1.990
F -5.547 0.037 -4.106
H -1.117 0.458 3.932
F -10.775 -0.673 1.101
P -4.529 0.761 -0.169
F -7.266 1.175 -5.055
C -3.004 -1.360 3.794
C -2.131 0.840 3.746
K -6.382 4.440 -0.521
H -3.782 -3.295 4.183
H -6.357 -2.260 6.125
H -8.411 -4.170 -2.661
F -6.750 -0.990 -5.692
C -5.836 -3.127 -0.885
H -6.077 -3.732 -0.002
O -3.002 -0.098 4.378
C -3.988 -2.266 4.493
F -4.069 1.544 1.170
F -10.219 -2.041 2.831
O -5.304 -1.813 4.304
H -3.757 -3.546 -0.817
H -2.014 -1.846 3.829
H -5.686 -2.164 -0.395



Entry 3:
The following is a quantum chemistry calculation of a molecular structure, C8H20FeO4, from the Open Molecules 2025 dataset.

Computed properties:
* ΔE to the lowest compared entry with this formula, charge and spin: 26.6 kJ/mol
* ⟨S²⟩: 8.76
* gap between HOMO and LUMO (alpha / beta): 8.77 / 8.56 eV
* LUMO (alpha / beta): 0.137 / 0.136 Ha
* spin multiplicity: 6
* charge: -1

CARTESIAN COORDINATES (ANGSTROEM)
H -1.374 0.315 -3.972
H -3.266 3.682 1.313
C 2.891 -0.959 1.904
H -1.058 -1.396 -4.026
C 0.674 -0.256 -3.466
H -0.844 -3.424 2.817
O 1.558 0.543 0.586
C -1.623 2.940 0.109
H -2.254 3.323 -0.713
H 1.349 0.461 -3.977
O -0.807 -1.285 0.246
H 3.545 0.293 0.267
H 1.256 -1.198 -3.538
C -1.209 -1.720 1.497
H -0.860 -3.830 1.088
C 2.818 0.334 1.093
C -0.620 -0.420 -4.255
O 0.488 0.095 -2.163
H -2.678 2.108 1.843
H 3.732 -0.993 2.605
H -0.781 3.661 0.144
H 2.987 -1.815 1.231
H -1.773 3.643 2.177
H 0.507 -2.961 1.752
O -1.185 1.676 -0.154
H -2.308 -1.782 1.539
H 3.089 1.178 1.751
C -2.362 3.074 1.456
H -0.446 -0.382 -5.335
H -0.866 -0.992 2.252
H 1.988 -1.120 2.496
Fe 0.009 0.273 -0.385
C -0.578 -3.067 1.816



| no. | E (eV) |
| --- | --- |
| 1 | -117918.636 |
| 2 | -184515.661 |
| 3 | -51198.468 |